Below is a 2-piece molecular cluster, C5H9NO2S2 overall, with properties calculated with ωB97M-V/def2-TZVPD.

Geometry as XYZ:
```
19
Properties=species:S:1:pos:R:3:lowdin_charge:R:1
S 0.19 2.54 0.66 0.732
S -2.01 0.94 -0.89 0.689
O -0.85 -2.15 2.00 0.146
O -2.33 -0.46 2.41 0.181
N -0.14 -1.01 -0.76 -0.003
C 1.63 0.40 -0.14 -0.190
C 0.32 0.77 0.66 -0.725
C -0.87 0.03 0.08 -0.742
C -1.55 -1.23 2.07 -0.525
C 1.16 -0.49 -1.28 -0.126
H 0.50 0.23 1.62 0.103
H -3.16 0.54 -0.21 -0.116
H 2.39 -0.04 0.48 0.100
H 1.81 -1.37 -1.45 0.133
H -0.20 -1.85 -0.28 0.112
H 1.14 0.03 -2.18 0.103
H -0.62 -1.16 -1.65 0.139
H 0.58 2.89 -0.60 -0.101
H 2.02 1.40 -0.53 0.090
```

E_HOMO: -7.4 eV
Gap between HOMO and LUMO: 7.65 eV
Largest force on an atom: 4.46 eV/A
Relative energy (zero: lowest compared OMol25 entry of this formula, charge and spin): 2.195 eV
LUMO: 0.0107 hartree
Multiplicity: 1

***

Below is C29H72BaN4O10Zn as an isolated structure, with properties calculated with ωB97M-V/def2-TZVPD.

Geometry as XYZ:
```
117
Properties=species:S:1:pos:R:3:lowdin_charge:R:1
Ba -1.01 -1.01 2.41 1.927
Zn -0.89 2.74 2.05 0.809
O -0.79 1.19 0.70 -0.485
O 1.73 -2.04 1.31 -0.280
O 2.15 0.87 -5.25 -0.186
O 5.60 -4.90 -5.19 -0.172
O -4.15 2.99 -0.84 -0.206
O -1.07 4.63 2.97 -0.284
O -4.33 -1.31 2.01 -0.263
O -0.98 -1.40 4.99 -0.462
O 1.00 2.79 2.46 -0.350
O -0.99 -3.88 -3.00 -0.180
N 3.69 -1.74 -4.69 -0.063
N 1.31 -0.10 3.59 -0.192
N -2.33 -2.29 0.04 -0.154
N -1.98 3.78 0.68 -0.089
C 2.76 -1.24 1.85 -0.201
C -3.44 3.96 1.12 -0.124
C 4.15 -0.36 -4.63 -0.217
C -5.14 -1.26 3.18 -0.068
C 5.52 -6.18 -4.61 -0.133
C -1.64 -2.52 -1.23 -0.185
C 1.06 1.79 -0.75 -0.036
C 2.10 -2.76 0.16 -0.077
C -2.00 -1.47 6.01 -0.050
C 4.78 -2.63 -5.10 -0.211
C 0.36 -1.32 5.56 -0.179
C -2.02 -3.74 -2.08 -0.231
C -1.13 -5.01 -3.83 -0.096
C 2.47 -0.97 3.36 -0.175
C -1.32 5.10 0.64 -0.157
C -1.23 1.28 -1.69 -0.047
C 4.59 -4.06 -4.66 -0.240
C 3.01 0.56 -4.17 -0.236
C 1.39 2.04 -5.12 -0.117
C -4.99 2.14 -1.59 -0.083
C -1.21 5.68 2.03 -0.199
C -3.75 -2.03 -0.21 -0.174
C -0.76 5.08 4.30 -0.016
C -4.60 -2.31 1.07 -0.215
C -4.19 2.80 0.57 -0.202
C -0.26 0.96 -0.58 -0.560
C 1.09 -0.05 5.03 -0.184
C 3.03 3.88 1.55 -0.070
C 2.32 3.13 2.69 -0.404
H -3.73 4.94 0.76 0.137
H -3.38 4.06 2.20 0.118
H 2.93 -1.86 -5.35 0.116
H -0.75 1.00 -2.64 0.083
H -2.08 -2.99 0.72 0.063
H 0.47 0.79 5.34 0.131
H 2.51 -2.09 -0.60 0.106
H -2.99 -3.71 -2.59 0.123
H 0.86 2.86 -0.80 0.075
H -5.16 -2.18 3.76 0.100
H -2.18 -5.14 -4.15 0.089
H 0.30 -1.25 6.64 0.132
H 2.74 -3.61 0.41 0.106
H -0.30 4.93 0.27 0.123
H 0.76 2.00 -6.00 0.094
H 1.72 1.70 0.11 0.047
H -5.62 -2.35 0.67 0.138
H 2.44 -0.04 -3.45 0.106
H 5.47 -6.13 -3.52 0.083
H 3.56 -4.41 -4.76 0.124
H 0.72 2.06 -4.25 0.065
H 4.72 -6.81 -5.00 0.089
H -4.17 -2.61 -1.02 0.122
H -1.99 -0.57 6.62 0.106
H 3.39 -0.49 3.71 0.136
H -6.12 -0.85 2.93 0.102
H -4.26 -3.28 1.43 0.130
H 1.61 1.51 -1.65 0.063
H -2.93 -1.55 5.45 0.077
H 2.93 3.39 0.58 0.051
H 4.91 -0.30 -3.84 0.118
H 1.64 0.83 3.34 0.064
H 0.84 -2.28 5.33 0.125
H -2.12 0.68 -1.54 0.068
H 1.28 -3.34 -0.29 0.079
H -4.49 1.92 -2.53 0.097
H -0.16 4.28 4.75 0.090
H 2.34 -1.96 3.78 0.121
H 4.12 4.00 1.63 0.079
H -3.86 1.78 0.81 0.120
H -3.92 -0.96 -0.38 0.111
H -4.68 -0.46 3.77 0.081
H -1.90 -2.35 6.65 0.108
H -0.49 6.50 2.03 0.144
H -1.08 -5.98 -3.32 0.094
H 6.46 -6.71 -4.78 0.091
H -0.57 -2.57 -0.98 0.094
H 3.38 1.48 -3.70 0.118
H 2.48 3.77 3.57 0.104
H 2.98 -0.38 1.22 0.132
H -1.71 5.29 4.78 0.104
H 2.05 -0.10 5.55 0.134
H -6.04 2.47 -1.66 0.099
H 4.83 -4.05 -3.58 0.114
H 2.70 4.92 1.56 0.072
H 3.74 -1.74 1.89 0.135
H -2.08 3.41 -0.26 0.091
H -1.43 2.35 -1.80 0.078
H 1.95 2.98 -5.13 0.092
H -5.14 1.19 -1.04 0.075
H -2.10 6.28 2.29 0.136
H -0.55 -4.87 -4.74 0.096
H 0.07 -0.08 -0.69 0.109
H -5.25 2.89 0.86 0.140
H -1.73 5.79 -0.10 0.144
H 4.51 0.13 -5.54 0.129
H -0.11 5.96 4.31 0.106
H -2.09 -4.63 -1.44 0.134
H 4.92 -2.62 -6.19 0.131
H 5.68 -2.26 -4.61 0.120
H 2.86 2.20 2.91 0.087
H -1.63 -1.59 -1.80 0.116
```

E_HOMO: -12.0 eV
Gap between HOMO and LUMO: 6.04 eV
Largest force on an atom: 3.17 eV/A
LUMO: -0.2190 hartree
Total charge: +2
Multiplicity: 1

***

Below is C37H48F3GeN10O3P2Ti as an isolated structure, with properties calculated with ωB97M-V/def2-TZVPD.

Geometry as XYZ:
```
105
Properties=species:S:1:pos:R:3:lowdin_spin:R:1
Ge -0.35 0.29 2.92 0.001
Ti -0.49 0.42 -0.67 0.916
P -0.41 -2.75 -1.31 0.003
P 1.85 -1.45 0.14 0.002
F -1.72 -0.97 -6.90 0.000
F -0.89 0.91 -7.55 0.000
F -2.99 0.77 -7.07 0.000
O -0.82 -1.29 -1.39 0.010
O 0.81 -0.35 0.41 0.004
O 0.99 -2.71 -0.44 0.000
N 2.56 -2.00 1.49 0.000
N -1.37 2.19 0.21 0.002
N -2.49 3.04 -2.49 0.000
N 2.90 -0.97 -1.00 0.001
N -0.90 1.00 -2.57 0.002
N -3.11 3.48 0.80 0.000
N -2.20 3.53 1.74 0.001
N -5.21 3.36 -2.65 0.000
N -0.17 -3.34 -2.82 -0.001
N -1.47 -3.53 -0.33 0.001
C -0.09 1.50 -3.52 0.004
C 4.44 2.99 1.14 0.000
C 4.21 0.94 4.23 0.000
C -2.36 0.20 -4.31 0.000
C -1.38 1.35 4.24 0.000
C -1.77 0.36 -6.74 0.000
C 1.66 0.55 3.21 0.000
C -1.39 2.98 6.02 0.000
C 2.79 0.28 -1.74 0.016
C 3.86 1.54 3.00 0.000
C -1.14 2.79 1.40 0.000
C -2.61 2.71 -0.14 0.003
C -1.16 -4.84 0.25 0.000
C 3.15 2.82 0.62 0.000
C -0.70 2.25 5.07 0.000
C -3.28 2.79 -1.44 0.000
C -1.48 0.67 -5.28 0.000
C -4.45 3.67 -3.68 0.000
C 2.24 2.02 1.25 0.000
C -3.06 3.47 -3.60 0.000
C -3.45 1.95 5.31 0.000
C 3.98 -1.85 1.76 0.000
C -0.34 1.37 -4.88 0.000
C 2.55 1.36 2.46 0.000
C -4.67 2.94 -1.54 0.000
C 2.02 -0.01 4.42 0.000
C -2.76 1.21 4.37 0.000
C 3.95 -1.88 -1.47 0.001
C 4.79 2.36 2.30 0.000
C 0.61 -2.58 -3.78 0.001
C 3.32 0.18 4.92 0.000
C 1.91 -3.00 2.33 0.000
C -2.89 -3.35 -0.65 0.000
C -1.67 -0.97 1.97 0.011
C -0.18 -4.78 -3.07 0.000
C -2.04 0.39 -2.98 0.002
C -2.77 2.83 6.14 0.000
H -4.94 4.07 -4.55 0.000
H -3.27 -0.31 -4.59 0.000
H -2.13 -1.62 2.71 0.001
H 4.94 -1.46 -1.28 0.000
H 0.34 1.77 -5.61 0.000
H -2.34 4.12 2.56 0.000
H 0.65 -1.52 -3.48 0.000
H 0.84 -3.00 2.15 0.000
H -0.50 -4.94 -4.10 0.000
H -0.08 -4.98 0.26 0.000
H 2.70 0.06 -2.81 0.000
H 4.13 -1.54 2.79 0.000
H 1.31 -0.59 4.99 0.000
H -1.64 -5.65 -0.29 0.000
H 0.14 -2.66 -4.76 0.000
H 1.23 1.91 0.81 0.001
H -3.31 0.50 3.76 0.000
H -1.53 -4.86 1.28 0.000
H -2.46 -0.34 1.53 0.003
H -3.25 -4.09 -1.36 0.000
H -5.32 2.74 -0.70 0.000
H 4.52 -2.79 1.61 0.000
H 2.30 -4.00 2.13 0.000
H -4.52 1.84 5.41 0.000
H -0.89 -5.27 -2.41 0.000
H 4.41 -1.09 1.11 0.000
H 5.20 1.12 4.63 0.000
H -1.20 -1.59 1.19 0.003
H 3.85 -2.04 -2.54 0.000
H -3.04 -2.35 -1.07 0.000
H -3.46 -3.44 0.27 0.000
H 0.77 2.07 -3.18 0.001
H 3.68 0.89 -1.59 0.001
H 0.80 -5.22 -2.93 0.000
H 2.87 3.35 -0.29 0.000
H -2.72 0.05 -2.19 0.001
H -2.41 3.71 -4.43 0.000
H 1.90 0.83 -1.39 0.009
H 1.63 -2.98 -3.86 0.000
H 3.86 -2.84 -0.97 0.000
H 2.11 -2.77 3.37 0.000
H 5.76 2.50 2.73 0.000
H 3.58 -0.27 5.87 0.000
H 5.15 3.62 0.63 0.000
H -0.86 3.67 6.66 0.000
H 0.37 2.37 4.98 0.000
H -0.24 2.81 1.98 0.000
H -3.31 3.40 6.89 0.000
```

E_HOMO (alpha / beta): -18.0 / -18.0 eV
Gap between HOMO and LUMO (alpha / beta): 5.90 / 6.02 eV
Largest force on an atom: 2.27 eV/A
Relative energy (zero: lowest compared OMol25 entry of this formula, charge and spin): 3.471 eV
LUMO (alpha / beta): -0.4461 / -0.4419 hartree
Total charge: +4
Multiplicity: 2

***

Below is a 2-piece molecular cluster, C4H8Cl4 overall, with properties calculated with ωB97M-V/def2-TZVPD.

Geometry as XYZ:
```
16
Properties=species:S:1:pos:R:3:lowdin_charge:R:1
Cl -1.80 -1.60 3.07 0.535
Cl 0.47 0.72 -0.94 0.559
Cl -4.20 -2.45 0.90 0.528
Cl 2.84 2.57 0.45 0.548
C 2.93 1.85 -1.17 -0.684
C -1.76 -1.30 1.32 -0.686
C 2.21 0.54 -1.25 -0.662
C -3.12 -1.03 0.76 -0.666
H -1.24 -2.12 0.82 0.071
H -3.05 -0.81 -0.31 0.070
H 2.30 0.15 -2.26 0.074
H 3.98 1.70 -1.40 0.074
H 2.62 -0.17 -0.53 0.072
H -1.12 -0.42 1.16 0.027
H -3.60 -0.19 1.26 0.069
H 2.54 2.56 -1.89 0.071
```

E_HOMO: -10.6 eV
SMILES: ClCCCl.ClCCCl
Gap between HOMO and LUMO: 11.29 eV
Largest force on an atom: 0.51 eV/A
Relative energy (zero: lowest compared OMol25 entry of this formula, charge and spin): 0.120 eV
LUMO: 0.0244 hartree
Multiplicity: 1

***

Below is a 19-piece molecular cluster, H39O19 overall, with properties calculated with ωB97M-V/def2-TZVPD.

Geometry as XYZ:
```
58
Properties=species:S:1:pos:R:3:lowdin_spin:R:1
O 0.17 2.70 -2.72 0.000
O -1.03 -4.61 -0.92 0.000
O 0.90 -0.01 2.44 0.014
O -2.38 2.91 -1.23 0.000
O 3.18 0.88 3.16 0.002
O -1.44 -1.66 2.48 0.450
O -3.43 0.38 1.75 0.192
O 3.21 -1.66 1.26 0.000
O -3.11 0.27 -1.56 0.000
O -0.24 -1.27 0.51 0.301
O -2.96 -1.96 -0.87 0.004
O -0.90 1.50 0.53 0.010
O 3.26 0.37 -1.83 0.001
O 1.82 1.29 -4.46 0.000
O 1.09 -3.25 -0.82 0.002
O 0.92 0.25 -1.18 0.015
O -0.28 1.16 4.79 0.013
O 0.98 3.96 1.24 0.001
O -0.73 -0.94 -2.54 0.001
H -0.77 -0.41 -3.36 0.000
H 1.54 -0.66 2.08 0.000
H 0.22 -1.11 -2.14 0.000
H 1.62 0.73 2.55 0.000
H -1.12 1.71 1.43 0.000
H 1.92 0.20 -0.95 0.000
H -2.06 -2.00 -0.57 0.000
H 0.72 3.69 0.37 0.000
H 0.78 0.98 -1.79 0.001
H -4.18 -0.20 1.85 0.002
H -1.69 -4.81 -0.26 0.000
H 1.49 -2.43 -1.11 0.000
H 0.29 0.86 4.08 0.000
H 3.67 0.45 3.84 0.000
H 1.73 3.41 1.44 0.000
H -2.91 1.08 -2.09 0.000
H -0.90 0.41 4.66 0.000
H 3.60 -0.31 -1.25 0.000
H -2.66 -0.10 2.05 -0.004
H 4.05 -1.48 0.84 0.000
H -1.19 -2.59 2.50 0.004
H 2.40 0.88 -3.82 0.000
H -2.62 0.70 -0.80 0.000
H -0.57 -3.81 -0.60 0.000
H 0.05 3.63 -2.94 0.000
H -2.58 2.99 -0.24 0.000
H -3.09 -2.61 -1.62 0.000
H 1.36 0.55 -4.87 0.000
H -0.17 0.89 0.43 -0.001
H 1.59 -3.90 -1.34 0.000
H 3.48 1.31 -1.75 0.000
H 0.89 2.10 -2.96 0.000
H 3.42 -1.87 2.17 0.000
H 0.73 -1.28 0.51 0.002
H -2.19 -0.22 -1.82 0.000
H -1.45 2.72 -1.04 0.000
H 2.64 1.70 3.15 0.000
H -0.26 -2.26 0.57 -0.003
H -0.57 -1.18 2.46 -0.004
```

E_HOMO (alpha / beta): -16.8 / -16.7 eV
Gap between HOMO and LUMO (alpha / beta): 10.15 / 3.63 eV
Largest force on an atom: 4.53 eV/A
Relative energy (zero: lowest compared OMol25 entry of this formula, charge and spin): 4.244 eV
LUMO (alpha / beta): -0.2434 / -0.4798 hartree
Total charge: +2
Multiplicity: 2

***

Below is a 5-piece molecular cluster, C35H53F3N2O14PS6 overall, with properties calculated with ωB97M-V/def2-TZVPD.

Geometry as XYZ:
```
114
Properties=species:S:1:pos:R:3:lowdin_charge:R:1
S -0.73 -7.66 1.47 0.723
S -9.72 0.45 1.51 0.673
S 2.69 1.26 1.49 0.682
S -3.12 -1.22 2.42 0.913
S -0.07 1.54 -5.32 0.670
S 2.77 6.94 0.48 0.695
P 4.35 -5.01 2.45 0.974
F -4.33 -3.53 3.55 0.018
F -2.97 -2.27 5.05 0.033
F -5.10 -1.31 4.30 0.041
O -10.17 1.38 0.50 -0.319
O 1.12 -5.40 -3.10 -0.032
O 2.36 6.82 1.86 -0.322
O 2.80 -4.72 -0.52 0.016
O -2.88 0.25 2.95 -0.300
O 3.62 5.95 -0.16 -0.328
O 4.01 -3.74 1.31 -0.311
O 1.78 1.03 0.40 -0.382
O 3.04 0.23 2.45 -0.334
O 0.27 2.92 -5.61 -0.312
O -4.15 -1.27 1.27 -0.303
O 0.94 -3.10 -2.44 -0.109
O 0.93 0.51 -5.16 -0.339
O -10.56 -0.62 2.01 -0.325
N 0.78 -5.29 2.85 0.029
N -1.59 -1.98 1.92 -0.147
C 1.63 -4.13 -6.10 -0.112
C 0.36 -3.99 2.15 -0.079
C 2.51 9.28 -0.74 -0.215
C -2.28 0.87 -0.73 0.161
C -7.56 1.06 2.94 -0.222
C 1.56 -1.06 -0.91 -0.100
C 0.69 -1.86 0.27 0.077
C 1.31 7.18 -0.52 -0.232
C 2.74 -3.93 0.60 -0.272
C 4.68 -7.75 1.31 -0.169
C -0.78 -1.29 0.80 0.001
C -1.08 -3.26 2.57 0.097
C 2.43 -3.85 -4.67 -0.143
C 1.91 -2.02 -2.21 -0.174
C -2.57 0.73 -5.74 -0.213
C 3.26 3.77 2.17 -0.206
C -8.17 -0.25 0.98 -0.235
C -1.16 1.51 -3.91 -0.267
C -9.06 1.38 2.88 -0.224
C 1.29 -3.25 0.99 0.155
C 1.46 -4.12 -3.38 -0.250
C -2.55 1.64 -4.51 -0.230
C -3.90 -2.13 3.91 -0.257
C 4.00 -4.52 4.26 -0.438
C 4.19 1.97 0.84 -0.219
C 1.12 8.69 -0.54 -0.222
C 3.59 -6.68 1.96 -0.432
C 4.16 -2.91 4.59 -0.181
C 3.94 3.46 0.84 -0.242
C -1.28 1.00 -6.52 -0.220
C -7.12 0.72 1.51 -0.227
C 3.46 8.56 0.22 -0.218
C 0.04 -6.29 2.22 -0.521
C -1.41 0.09 0.09 -0.007
C 2.16 2.72 2.37 -0.209
H -7.39 0.20 3.59 0.108
H -6.12 0.28 1.50 0.085
H 2.56 -0.67 -0.46 0.123
H 4.10 -8.36 0.47 0.090
H 2.84 9.11 -1.77 0.122
H -3.00 1.48 -1.46 0.099
H -7.10 1.63 0.90 0.123
H 4.39 1.56 -0.16 0.111
H 2.98 -2.50 -2.08 0.139
H 4.46 8.47 -0.20 0.110
H 1.53 6.80 -1.52 0.113
H 0.43 8.99 -1.33 0.121
H 3.63 -2.28 3.73 0.063
H 3.51 9.07 1.19 0.111
H 3.62 -2.65 5.61 0.088
H -0.91 2.32 -3.23 0.106
H -1.70 -3.82 3.41 0.145
H 2.95 -4.87 4.67 0.067
H 0.71 9.03 0.42 0.124
H 1.96 -1.39 -3.22 0.136
H -8.06 -1.23 1.44 0.110
H -9.24 2.44 2.69 0.109
H -9.56 1.07 3.80 0.108
H -7.00 1.90 3.34 0.119
H -1.41 1.80 -7.25 0.112
H -3.45 0.91 -6.36 0.122
H 3.31 -4.62 -4.62 0.134
H 2.65 -6.64 1.25 0.050
H -2.59 -0.31 -5.42 0.122
H -0.92 0.09 -7.02 0.107
H 4.87 4.03 0.72 0.120
H 2.45 -4.25 -6.95 0.092
H 4.95 -8.50 2.17 0.080
H 0.98 -0.13 -1.35 0.122
H 0.96 -3.22 -6.41 0.079
H -1.04 0.54 -3.42 0.093
H 2.90 -2.78 -4.71 0.111
H -8.15 -0.33 -0.11 0.110
H 4.80 -5.08 4.94 0.101
H -3.33 1.37 -3.80 0.100
H -2.73 2.68 -4.82 0.127
H 5.29 -2.58 4.72 0.090
H 1.21 3.05 1.95 0.109
H 2.85 4.78 2.20 0.075
H 3.27 3.73 0.01 0.107
H 3.99 3.69 2.98 0.129
H 0.47 6.64 -0.08 0.110
H 3.20 -7.18 2.97 0.096
H 5.61 -7.22 0.83 0.078
H 5.01 1.70 1.51 0.115
H 1.04 -5.14 -6.03 0.090
H 2.03 2.48 3.43 0.109
H 2.52 10.36 -0.57 0.121
```

E_HOMO: -10.1 eV
Gap between HOMO and LUMO: 4.44 eV
Largest force on an atom: 9.92 eV/A
LUMO: -0.2088 hartree
Total charge: +1
Multiplicity: 1